# 1
C34H80N4O8 | ωB97M-V with the def2-TZVPD basis set

## Properties
2S+1: 1
Lowest unoccupied orbital energy (eV): 0.5

Each line ends with the Mulliken charge.
Geometry (Å):
H: 0.237 -5.724 7.096  0.400
C: -2.434 -6.258 -3.704  -0.953
H: -3.244 -6.598 -4.350  0.378
H: 0.344 9.538 -7.408  0.325
H: 3.339 -0.576 -0.832  0.009
O: 0.631 2.183 -0.427  -0.300
H: 0.155 0.542 -1.545  0.481
H: 4.634 -1.480 -1.695  0.309
C: -3.528 -4.021 -4.118  -1.632
H: 1.069 -4.010 8.227  0.386
O: -0.329 4.697 -6.108  -0.377
H: 2.404 4.922 -6.191  0.344
N: -0.071 -2.120 5.659  0.309
H: -2.327 5.161 -5.582  0.317
H: -0.253 3.064 -2.093  0.322
C: -1.389 -4.547 -5.397  -1.730
C: 1.404 7.873 -6.873  -0.313
C: 0.445 -4.841 6.492  -0.749
C: 0.511 5.403 -5.124  -0.095
H: -1.537 -4.687 5.778  0.387
H: 0.292 2.290 6.090  -0.015
H: 0.861 -0.951 0.460  0.417
H: 3.517 0.325 -3.340  0.362
H: 1.435 -5.097 6.115  0.359
C: 1.174 10.433 -9.712  -0.648
C: -0.514 -4.116 -0.450  -2.299
H: -0.490 -5.150 -5.520  0.377
H: 1.382 3.744 7.494  0.321
H: -3.048 -2.712 -1.679  0.390
H: 0.823 7.896 -5.951  0.297
H: 0.315 -4.229 2.902  0.333
H: 2.899 -2.199 7.546  0.492
H: -2.713 -3.217 -0.025  0.305
H: -4.025 -4.254 -5.060  0.421
H: -3.300 -2.960 -4.222  0.384
H: -1.686 3.805 -4.763  0.188
C: 0.343 -3.736 7.462  -1.206
C: 0.741 -2.403 6.862  1.521
H: 0.732 -1.259 8.811  0.443
H: -2.045 -4.668 -6.259  0.364
H: -0.276 1.770 2.179  0.262
H: 4.979 -0.096 -0.623  0.243
C: 0.822 8.739 -7.974  -0.701
H: -1.451 1.945 0.999  0.308
C: 1.178 2.857 5.803  0.171
H: -0.896 -3.582 -5.523  0.403
C: -2.311 1.337 2.878  -1.140
H: 1.633 -3.777 3.997  0.357
H: 1.254 0.350 1.406  0.327
H: -0.048 8.297 -8.459  0.347
H: 0.565 6.119 -7.317  0.329
H: -2.136 -3.352 3.270  0.432
H: -0.488 -0.340 5.524  0.218
H: -3.048 0.541 2.769  0.361
H: 0.790 11.154 -8.990  0.290
H: -0.934 -0.634 2.039  0.156
H: 2.099 10.737 -10.202  0.228
H: 1.023 4.013 -1.497  0.359
C: -0.441 -3.196 4.659  1.318
H: -3.928 -6.040 -2.077  0.296
H: -3.489 2.172 5.428  0.332
H: 5.672 1.371 -3.605  0.318
C: 4.288 -0.501 -1.362  -0.595
H: -1.840 -1.708 3.769  -0.056
C: 1.885 5.846 -5.936  -0.754
C: -1.627 4.336 -5.713  -0.702
H: -0.022 6.284 -4.766  0.332
H: -0.300 -5.372 4.596  0.429
C: 2.635 2.214 6.019  -0.793
H: -1.931 2.969 5.064  0.426
H: -3.792 -4.082 -0.911  0.289
H: -2.608 -2.725 4.828  0.402
H: 0.321 -0.308 7.574  0.311
H: -1.536 -6.844 -3.901  0.398
H: 1.470 2.498 -2.232  0.275
C: 0.159 -1.339 7.887  -1.946
O: 1.135 3.989 6.599  -0.559
H: -2.870 2.256 2.706  0.537
H: -2.118 3.669 -6.422  0.288
O: 0.157 -0.890 5.073  -0.015
H: -2.028 1.580 6.113  0.202
C: 0.680 -3.455 3.577  -1.334
H: 2.594 6.336 -5.268  0.329
H: 0.194 -3.067 -2.777  0.353
C: 0.716 2.972 -1.603  -0.854
C: -0.537 -4.622 5.351  -1.149
H: -0.879 -1.554 8.140  0.402
C: -2.954 -6.502 -2.240  -0.750
H: 3.412 2.530 5.323  0.301
H: 0.337 10.014 -10.270  0.261
C: -1.190 1.289 1.830  -0.227
O: 5.551 0.484 -3.259  -0.545
H: -0.130 -3.119 -0.233  0.255
H: -4.172 -4.093 -3.242  0.350
H: 0.803 -2.497 3.071  0.188
H: 0.410 -4.615 -0.743  0.662
O: 1.687 9.451 -8.889  -0.315
C: -2.435 2.012 5.198  -0.935
C: 0.699 0.823 -0.643  -0.034
H: 2.894 2.268 7.076  0.362
C: 2.272 -2.319 6.663  -1.802
C: -1.792 -2.743 4.106  -1.308
C: -2.838 -3.574 -1.047  -1.806
H: 2.599 1.158 5.750  0.042
H: 0.709 4.690 -4.324  0.105
C: 4.329 0.401 -2.616  -0.242
H: -0.609 -3.717 7.993  0.377
H: 2.377 8.295 -6.621  0.294
H: 2.793 -1.590 6.044  0.242
O: -1.885 1.109 4.194  -0.027
N: -0.846 -0.009 1.250  -0.283
H: 4.053 1.370 -2.201  0.167
N: 1.486 6.483 -7.120  -0.352
H: -1.060 -6.425 -1.138  0.477
H: 1.008 2.956 4.731  0.176
H: 1.724 0.682 -0.986  -0.361
C: 0.481 0.042 0.702  -0.693
C: -2.029 -5.926 -1.151  -1.299
H: -2.482 -5.986 -0.161  0.433
N: -1.167 -4.339 -2.904  0.048
C: -2.098 -4.716 -3.986  1.217
H: 2.581 -3.218 6.129  0.320
H: -0.621 -4.594 0.524  0.506
H: -2.983 -7.558 -1.971  0.443
O: -0.729 -3.022 -3.035  -0.454
C: -1.655 -4.422 -1.456  2.157

# 2
CBiNO4S2 | ωB97M-V with the def2-TZVPD basis set

## Properties
2S+1: 1
Lowest unoccupied orbital energy (spin up / spin down) (eV): -2.9 / -3.0

Each line ends with the natural charge from an NBO analysis.
Geometry (Å):
O: 3.512 1.132 -0.652  -0.565
C: 2.392 0.913 -0.178  0.909
N: -2.955 -0.969 0.550  -0.978
S: -2.264 -1.876 -0.503  1.404
Bi: 0.252 0.419 0.828  1.701
O: 1.694 -0.225 -0.394  -0.831
S: -2.100 0.067 1.588  -0.034
O: -2.270 -1.207 -1.835  -0.779
O: 1.740 1.748 0.596  -0.827

# 3
C34H27N7O11SV | ωB97M-V with the def2-TZVPD basis set

## Properties
2S+1: 4
<S²>: 3.809
Net charge: -2
Lowest unoccupied orbital energy (spin up / spin down) (eV): 3.7 / 3.7

Each line ends with the Mulliken charge.
Geometry (Å):
N: 1.926 -3.364 -6.147  1.045
C: -0.464 -1.563 -3.996  -0.776
O: 1.866 -0.819 0.581  -0.936
C: -2.731 3.689 -1.798  -0.767
C: 0.061 -2.350 -5.030  -0.307
C: 1.482 -1.766 1.381  0.869
C: -3.203 4.241 0.576  -0.967
H: 3.377 -2.084 -4.266  0.609
H: 5.361 -4.567 3.779  0.350
C: 2.243 -3.426 3.096  -0.361
C: -1.777 -1.673 0.514  1.508
C: 0.873 3.849 4.662  -0.427
C: 2.324 7.348 4.325  -1.451
H: -2.167 3.034 -3.762  0.409
H: 2.611 6.007 1.983  0.356
C: -1.416 2.698 -0.042  0.994
C: 1.745 4.105 2.440  -0.383
H: 0.366 3.233 5.395  0.474
H: 2.007 8.043 3.544  0.337
C: -1.048 2.516 1.326  -0.708
H: -4.015 4.898 0.287  0.356
H: -2.592 0.304 0.767  -0.068
H: -2.616 -0.333 -0.902  -0.100
C: -0.989 2.113 -2.227  -0.212
H: -3.246 -3.186 0.382  0.189
N: 2.640 -0.407 -2.385  0.975
O: 3.890 -0.578 -2.498  -0.834
C: -2.097 -5.462 0.036  -1.516
C: -1.833 3.174 2.274  -0.867
C: 1.800 -1.149 -3.162  -0.274
H: -0.419 1.498 -2.905  0.551
H: 5.898 -2.999 1.939  0.381
H: 3.412 7.416 4.403  0.298
H: -1.385 -6.262 -0.162  0.366
N: -1.874 -1.316 -4.000  0.997
H: 1.924 3.684 1.458  0.452
C: 3.251 -4.151 3.709  -0.644
N: 0.246 -2.077 1.540  -1.049
O: 1.896 0.895 2.944  -0.741
H: -3.776 -0.932 0.280  0.604
C: 1.411 -2.546 -5.084  -0.361
H: 1.900 7.686 5.272  0.341
C: -2.469 3.567 -0.419  1.295
H: -1.653 3.020 3.326  0.576
N: -0.721 1.982 -0.947  -0.186
C: 0.365 -1.060 -2.945  1.089
C: 4.572 -3.999 3.298  -0.347
C: 2.126 5.402 2.742  -0.898
C: 1.264 5.147 4.960  -0.736
O: -0.304 1.261 4.016  -0.775
C: -1.984 2.979 -2.698  -1.116
C: 2.314 -1.952 -4.182  -0.835
C: 2.543 -2.539 2.062  0.260
C: 1.112 3.333 3.402  -0.224
O: -2.569 -1.926 -4.804  -0.749
H: 1.208 -3.533 3.394  0.462
O: -2.346 -0.471 -3.266  -0.583
O: 2.188 0.592 -1.658  -0.720
H: 4.087 -1.699 0.848  0.481
H: 3.009 -4.839 4.512  0.356
C: -2.177 -3.002 0.431  -1.691
C: 4.872 -3.119 2.269  -0.684
S: 0.670 1.633 3.014  1.307
H: 1.069 5.552 5.947  0.269
O: 1.155 -3.817 -6.991  -0.680
H: -2.623 -5.653 0.975  0.355
C: -1.348 -4.125 0.086  1.046
C: -2.881 4.022 1.890  -0.975
H: -2.839 -5.437 -0.766  0.320
O: 3.128 -3.594 -6.174  -0.671
O: -0.133 -0.574 -1.892  0.717
C: 1.893 5.942 4.005  1.117
H: -0.598 -2.787 -5.758  0.629
C: 3.866 -2.388 1.653  -0.410
C: -2.750 -0.584 0.154  -0.945
O: -0.172 -4.099 -0.259  -0.603
H: -3.531 4.345 -2.121  0.394
N: 0.058 1.734 1.533  0.697
H: -3.445 4.515 2.675  0.376
N: -0.567 -1.223 0.856  0.962
V: 0.467 0.231 -0.161  0.405

# 4
C4H4S2 | ωB97M-V with the def2-TZVPD basis set

## Properties
2S+1: 1
Lowest unoccupied orbital energy (eV): -0.1

Each line ends with the natural charge from an NBO analysis.
Geometry (Å):
H: 1.502 1.298 0.336  0.236
C: -0.063 -0.085 0.811  -0.433
C: -0.500 -2.638 -0.362  0.063
H: 0.674 -0.090 1.520  0.235
H: -1.014 0.247 1.290  0.241
H: -0.234 2.033 -0.024  0.238
S: -0.921 -0.972 -1.646  0.271
S: 0.448 0.528 -1.833  0.098
C: -0.317 -1.403 -0.024  -0.418
C: 0.424 1.082 -0.066  -0.530

no.,electronic energy (Ha),molar mass (g/mol)
1,-2163.97534,673.03
2,-1404.63854,363.13
3,-3864.87579,792.64
4,-951.03135,116.21